Entry 1:
{"formula": "C24H20BBrF4MnN4O8", "method": "ωB97M-V with the def2-TZVPD basis set", "lumo_energy_ev": [-0.8, -0.8], "homo_lumo_gap_ev": [8.08, 8.12], "s_squared": 8.75, "e_tot_ev": -160459.5682, "multiplicity": 6, "max_force_ev_per_a": 2.5, "elements": ["Mn", "Br", "B", "F", "F", "F", "F", "C", "C", "C", "C", "C", "C", "N", "O", "O", "H", "H", "H", "H", "H", "C", "C", "C", "C", "C", "C", "N", "O", "O", "H", "H", "H", "H", "H", "C", "C", "C", "C", "C", "C", "N", "O", "O", "H", "H", "H", "H", "H", "C", "C", "C", "C", "C", "C", "N", "O", "O", "H", "H", "H", "H", "H"], "positions_angstrom": [[0.52529, 1.08588, -0.01675], [0.53236, -0.56562, -1.99062], [0.43677, 2.79008, 1.99393], [0.57059, 1.41470, 2.31735], [1.74454, 3.29833, 1.84106], [-0.15114, 2.85029, 0.70209], [-0.29803, 3.39264, 2.98054], [4.12764, 6.04161, -3.40193], [5.12106, 5.28746, -2.75729], [4.77451, 4.26198, -1.88213], [3.42722, 3.90616, -1.77722], [2.46761, 4.58971, -2.46201], [2.80760, 5.72143, -3.18935], [3.07740, 2.69875, -1.01245], [3.95121, 2.07717, -0.49571], [1.89163, 2.41139, -0.96730], [4.37236, 6.93277, -3.96322], [6.17551, 5.51983, -2.80120], [5.47088, 3.65375, -1.32136], [1.41424, 4.34396, -2.40549], [1.99886, 6.34434, -3.54724], [-3.82203, -4.06850, 0.36723], [-3.04721, -3.31695, -0.48985], [-2.09909, -2.42864, 0.01675], [-1.89355, -2.40048, 1.38969], [-2.60560, -3.20171, 2.28424], [-3.55486, -4.03430, 1.74018], [-0.87070, -1.49077, 1.87659], [-0.59060, -1.53837, 3.05460], [-0.40348, -0.68122, 1.09791], [-4.61439, -4.69994, -0.01037], [-3.27395, -3.34090, -1.54838], [-1.51875, -1.83780, -0.68253], [-2.40545, -3.20633, 3.34324], [-4.17828, -4.66260, 2.36502], [3.73883, -4.52412, 1.70716], [4.07211, -3.69939, 2.76921], [3.77669, -2.35441, 2.75030], [3.16139, -1.80702, 1.63122], [2.69209, -2.63296, 0.61684], [2.99632, -3.98749, 0.66157], [3.10869, -0.35991, 1.50480], [3.91156, 0.28295, 2.10894], [2.26478, 0.10069, 0.77617], [3.92322, -5.58887, 1.67804], [4.48331, -4.17842, 3.65002], [3.97822, -1.73364, 3.61263], [2.18827, -2.20116, -0.24197], [2.64100, -4.65324, -0.11401], [-6.16593, -0.56214, -2.07244], [-6.42080, -0.33361, -0.72682], [-5.36155, 0.16308, 0.04846], [-4.08770, 0.30480, -0.48994], [-3.83461, -0.01286, -1.81817], [-4.88464, -0.49614, -2.59344], [-3.04671, 0.87298, 0.34261], [-3.20875, 0.88747, 1.54228], [-2.01130, 1.19162, -0.20466], [-6.94424, -0.99959, -2.68931], [-7.37253, -0.61446, -0.30461], [-5.66041, 0.38063, 1.06482], [-2.82937, 0.05198, -2.21537], [-4.66810, -0.64488, -3.64239]], "forces_ev_per_a": [[-0.19, -1.49, -0.27], [-0.14, 0.29, -0.02], [1.41, 0.51, 1.98], [-0.21, -0.11, -0.50], [-0.50, 0.12, 0.04], [-0.85, 0.69, -0.35], [-0.04, 0.30, -0.57], [0.57, 0.04, 0.63], [-0.05, -0.15, 0.76], [-0.63, -0.38, -0.37], [0.89, -0.19, -0.36], [-1.26, 0.57, 0.05], [-0.24, -0.18, -0.05], [0.09, 0.75, -0.22], [0.54, -0.46, 0.33], [-0.35, 0.29, -0.40], [0.17, -0.11, -0.13], [-0.03, 0.24, -0.37], [0.28, 0.28, -0.13], [0.16, -0.25, 0.24], [0.12, -0.05, -0.32], [0.45, -0.04, 0.50], [-0.43, 0.52, -0.07], [-0.14, -0.62, -0.14], [-0.16, -0.23, -0.65], [0.38, 0.06, -0.46], [-0.94, -0.36, -0.24], [-0.22, 0.54, 1.19], [0.23, -0.18, -0.22], [-0.11, -0.51, -0.27], [0.04, -0.06, -0.01], [0.26, 0.04, -0.04], [0.16, 0.16, 0.28], [0.08, 0.21, 0.03], [0.19, 0.07, 0.23], [-0.83, 0.39, -0.54], [-0.04, -0.81, 0.45], [0.04, 0.43, 0.16], [0.24, -1.23, 0.04], [0.28, 0.49, -0.36], [-0.04, -0.12, 0.05], [-0.10, -0.62, 0.47], [0.58, 0.56, 0.50], [-0.39, 0.12, -0.82], [0.26, 0.03, 0.31], [0.21, 0.34, 0.04], [0.22, 0.07, -0.13], [-0.09, 0.01, 0.07], [0.02, 0.17, -0.15], [-0.35, -1.32, -0.11], [1.47, 0.18, -0.53], [-1.31, -0.52, 0.21], [-1.31, 0.33, -0.37], [0.02, -0.32, 0.23], [0.58, 1.20, 0.02], [0.54, -0.87, 0.67], [-0.20, 0.19, 0.03], [0.28, 0.34, -0.64], [-0.07, 0.28, -0.05], [-0.10, 0.41, 0.15], [0.82, 0.18, 0.18], [0.00, 0.14, 0.03], [-0.24, -0.37, -0.01]], "lowdin_charge": [0.703, 0.022, -1.245, 0.093, 0.118, 0.061, 0.177, -0.062, -0.052, 0.012, -0.126, 0.002, -0.066, -0.278, 0.147, -0.046, 0.108, 0.106, 0.120, 0.129, 0.112, -0.066, -0.060, -0.007, -0.134, 0.010, -0.070, -0.293, 0.127, -0.061, 0.107, 0.111, 0.036, 0.121, 0.108, -0.068, -0.071, 0.001, -0.130, 0.008, -0.062, -0.299, 0.156, -0.053, 0.107, 0.110, 0.125, 0.064, 0.109, -0.078, -0.054, 0.011, -0.152, 0.000, -0.064, -0.316, 0.124, 0.015, 0.107, 0.107, 0.120, 0.108, 0.111]}

---

Entry 2:
{"formula": "C24H20F3N5SbSe4Tc", "method": "ωB97M-V with the def2-TZVPD basis set", "lumo_energy_ev": -7.3, "total_charge": 2, "homo_lumo_gap_ev": 6.25, "e_tot_ev": -310923.3558, "max_force_ev_per_a": 0.8, "elements": ["Tc", "C", "C", "C", "C", "C", "C", "N", "C", "C", "C", "C", "C", "C", "N", "N", "C", "C", "C", "C", "C", "N", "H", "H", "H", "H", "H", "H", "H", "H", "H", "H", "H", "H", "H", "Se", "Sb", "Se", "Se", "Se", "F", "C", "F", "F", "C", "C", "C", "C", "N", "C", "C", "H", "H", "H", "H", "H", "H", "H"], "positions_angstrom": [[0.55113, -0.08416, -0.24496], [1.75869, 4.13261, 3.55352], [0.39068, 3.92930, 3.47068], [-0.11619, 2.77040, 2.90378], [0.75682, 1.80142, 2.42276], [2.12689, 2.01685, 2.46816], [2.62334, 3.17606, 3.04300], [0.19589, 0.62207, 1.74410], [-1.07947, 0.13977, 2.23553], [-1.48727, 0.19205, 3.55881], [-2.74043, -0.30027, 3.88720], [-3.56986, -0.85610, 2.91847], [-3.15032, -0.94946, 1.60324], [-1.89097, -0.46255, 1.28274], [-1.33531, -0.50929, -0.02514], [-2.13931, -0.75139, -0.97826], [-1.52042, -0.62049, -2.19264], [-2.20898, -0.89734, -3.37421], [-1.55002, -0.72451, -4.56808], [-0.22506, -0.28143, -4.55423], [0.39043, -0.01675, -3.35523], [-0.24328, -0.17260, -2.17732], [2.15000, 5.03636, 3.99957], [-0.29563, 4.67872, 3.84082], [-1.18555, 2.64945, 2.81406], [2.83990, 1.31615, 2.05207], [3.69300, 3.32959, 3.08249], [-0.83601, 0.59929, 4.32013], [-3.07264, -0.25758, 4.91555], [-4.54620, -1.22821, 3.19679], [-3.77029, -1.39171, 0.83749], [-3.23416, -1.23246, -3.31401], [-2.05017, -0.92569, -5.50532], [0.32414, -0.13454, -5.47305], [1.41197, 0.33282, -3.31147], [2.45605, -0.46736, 5.42752], [2.26248, -2.77816, 5.52520], [0.31407, -2.83853, 2.32283], [1.49988, -0.91435, 1.96975], [-0.19875, -3.00608, 4.61236], [0.73174, 2.29976, -2.02903], [0.84571, 1.87481, -0.77675], [0.54043, 2.90224, -0.00761], [2.23040, 1.57712, -0.59621], [3.76297, -4.91837, -3.00728], [3.01108, -3.80316, -2.35881], [3.61022, -2.57650, -2.07325], [2.87751, -1.57476, -1.47307], [1.58317, -1.72814, -1.15640], [0.98902, -2.89955, -1.43104], [1.66520, -3.94616, -2.01419], [4.80422, -4.65674, -3.17842], [3.30735, -5.17270, -3.96554], [3.72557, -5.81364, -2.38528], [4.64919, -2.39861, -2.31484], [3.32927, -0.61809, -1.23543], [-0.06116, -2.98230, -1.17606], [1.14042, -4.87243, -2.20735]], "forces_ev_per_a": [[0.03, 0.00, -0.50], [0.02, -0.01, -0.01], [-0.01, 0.01, 0.00], [0.03, -0.04, -0.03], [-0.30, 0.26, -0.10], [0.03, -0.06, 0.02], [-0.02, 0.00, 0.00], [0.46, -0.47, 0.51], [-0.12, 0.08, -0.17], [0.07, -0.05, -0.03], [0.00, -0.01, 0.03], [-0.03, -0.01, 0.00], [0.07, -0.01, 0.01], [-0.16, 0.15, 0.13], [0.04, -0.07, -0.14], [-0.12, 0.01, 0.17], [0.13, 0.05, -0.16], [0.02, 0.01, 0.04], [0.01, 0.01, 0.01], [-0.01, 0.00, -0.01], [0.01, 0.01, 0.00], [-0.14, -0.09, 0.07], [0.00, 0.00, 0.00], [0.00, 0.00, 0.00], [-0.01, -0.02, 0.01], [-0.05, -0.04, -0.01], [0.00, 0.00, 0.00], [0.01, 0.04, -0.01], [0.01, 0.01, 0.00], [0.00, 0.00, -0.01], [0.00, 0.00, -0.01], [0.00, 0.00, 0.01], [0.00, 0.00, 0.00], [0.00, 0.00, 0.00], [-0.01, 0.00, 0.00], [0.00, -0.01, -0.02], [0.07, -0.02, 0.03], [-0.16, -0.25, 0.26], [0.09, 0.33, 0.25], [0.00, 0.05, -0.33], [0.03, 0.00, -0.03], [-0.11, 0.09, 0.03], [0.07, 0.01, 0.00], [0.06, 0.03, -0.05], [0.04, -0.03, -0.02], [-0.01, 0.07, 0.03], [-0.02, -0.03, 0.00], [0.04, -0.06, 0.04], [0.00, 0.09, -0.01], [-0.04, -0.04, 0.00], [0.00, 0.01, 0.01], [0.00, 0.00, 0.00], [0.00, 0.00, 0.00], [0.00, 0.00, 0.00], [0.00, 0.00, 0.00], [-0.01, 0.01, -0.01], [0.00, 0.00, -0.01], [0.00, 0.00, 0.00]], "lowdin_charge": [1.252, -0.041, -0.034, -0.027, -0.328, -0.114, -0.043, -0.315, -0.328, -0.051, -0.040, -0.026, 0.014, -0.227, -0.119, 0.136, -0.298, 0.034, -0.009, -0.003, -0.099, -0.040, 0.120, 0.122, 0.126, 0.072, 0.122, 0.126, 0.128, 0.125, 0.123, 0.132, 0.129, 0.127, 0.124, -0.021, 0.512, 0.164, 0.594, -0.004, 0.112, -0.582, 0.137, -0.023, -0.014, -0.221, 0.021, -0.110, -0.131, -0.120, 0.018, 0.091, 0.104, 0.103, 0.132, 0.117, 0.115, 0.135]}

---

Entry 3:
{"formula": "C24H20N5O11", "method": "ωB97M-V with the def2-TZVPD basis set", "lumo_energy_ev": 0.5, "total_charge": -1, "homo_lumo_gap_ev": 6.43, "e_tot_ev": -55160.2529, "max_force_ev_per_a": 14.0, "elements": ["N", "O", "O", "O", "C", "C", "C", "C", "C", "C", "N", "O", "O", "H", "H", "H", "H", "H", "C", "C", "C", "C", "C", "C", "N", "O", "O", "H", "H", "H", "H", "H", "C", "C", "C", "C", "C", "C", "N", "O", "O", "H", "H", "H", "H", "H", "C", "C", "C", "C", "C", "C", "N", "O", "O", "H", "H", "H", "H", "H"], "positions_angstrom": [[-0.13596, -1.59242, -0.24991], [-0.29170, -0.68045, -1.12498], [0.76261, -2.43740, -0.53428], [-0.98335, -1.75483, 0.70497], [-1.03729, 3.90356, 0.57144], [-0.62951, 2.45559, 0.70638], [-0.48117, 1.87494, 2.08050], [-0.56823, 2.85438, 3.28137], [-0.85282, 4.35391, 2.98389], [-1.23463, 4.77502, 1.58150], [-0.11274, 2.39619, 4.64496], [0.36915, 1.15583, 4.73081], [-0.01757, 3.14953, 5.66513], [-1.10208, 4.46869, -0.61095], [-0.41035, 1.83953, -0.13540], [-0.43066, 0.94208, 2.35513], [-0.76644, 5.11943, 3.80491], [-1.40034, 5.68697, 1.20447], [3.24601, -1.23040, 3.28986], [3.39322, -1.71344, 4.73370], [3.13763, -3.21557, 5.00133], [2.73599, -4.24339, 3.88245], [2.51420, -3.62176, 2.53980], [2.91227, -2.17329, 2.24574], [2.39073, -5.59496, 4.12919], [1.89706, -6.26796, 3.15606], [2.76348, -6.10674, 5.15193], [3.43725, -0.15435, 2.99177], [3.82648, -1.00017, 5.39976], [3.11855, -3.50600, 6.07985], [2.06035, -4.12495, 1.76645], [2.49220, -1.76242, 1.26495], [1.53642, 2.65578, -3.65141], [1.22566, 1.42834, -2.78508], [2.15082, 0.22822, -2.84618], [3.17161, 0.19025, -3.93927], [3.52361, 1.53705, -4.67113], [2.62937, 2.68920, -4.43829], [4.04282, -1.01226, -4.09430], [3.98740, -1.98296, -3.36395], [4.98468, -0.88571, -4.91913], [0.74100, 3.29744, -3.55698], [0.45800, 1.44183, -2.26405], [1.86541, -0.50941, -2.12678], [4.05656, 1.43388, -5.46354], [2.87807, 3.55340, -5.03719], [-3.94477, 0.03921, -3.87912], [-3.30276, 0.23023, -2.53153], [-3.88348, -0.34079, -1.26224], [-5.18446, -1.04381, -1.31366], [-5.94380, -0.88203, -2.61342], [-5.22083, -0.42485, -3.88241], [-5.88726, -1.49185, -0.07481], [-5.81156, -0.68680, 0.92402], [-6.62862, -2.46380, -0.14699], [-3.55271, 0.40566, -4.86892], [-2.33596, 0.57428, -2.66206], [-3.40976, -0.01258, -0.30956], [-6.91951, -1.31111, -2.82677], [-5.82832, -0.45195, -4.68800]], "forces_ev_per_a": [[-1.27, -1.42, -1.40], [-0.27, 0.50, 1.41], [-0.60, 0.68, 1.65], [2.21, 0.69, -1.59], [1.22, -2.68, -4.18], [-0.64, 1.93, 4.42], [-1.47, 9.64, -1.16], [-0.26, 2.70, -3.71], [-0.17, -2.70, -0.65], [2.32, -4.47, 4.57], [2.80, -2.69, 2.34], [-2.41, 4.90, -0.96], [-1.03, -1.53, -3.73], [0.10, -2.30, 3.63], [-0.20, -0.44, -0.42], [0.78, -5.27, 0.72], [-0.23, -1.13, -0.92], [-0.81, 3.80, 0.02], [0.36, -2.59, 1.10], [-1.08, -4.26, -4.68], [-0.33, 1.72, -1.96], [0.16, 7.34, -1.01], [2.69, 3.11, 4.19], [-2.41, -1.02, 1.89], [-0.11, -2.34, -3.11], [0.79, 1.93, 2.46], [-0.25, -0.07, 1.02], [-0.33, -1.44, 0.66], [-0.25, -0.11, 0.92], [0.28, -0.08, -1.24], [-0.78, -1.33, -1.57], [1.12, -0.85, 1.22], [-0.69, -5.98, 3.64], [11.37, -0.03, -8.09], [-0.86, 3.77, -2.73], [-1.35, 4.13, 1.67], [-7.34, -2.54, 7.33], [3.02, -2.17, -1.71], [2.72, 0.51, -0.56], [-1.17, 0.93, -0.30], [-1.84, 0.10, 0.68], [-1.13, 2.32, -0.24], [-6.89, -0.20, 5.08], [0.28, -1.03, -0.04], [3.98, -0.13, -4.69], [-0.14, 0.18, -0.05], [0.73, 0.97, 2.57], [-3.95, -3.38, -0.60], [-0.63, 1.21, -2.73], [0.44, 3.00, -3.85], [4.01, -0.74, 0.09], [-1.02, -1.19, 6.13], [-0.85, 2.33, 1.43], [0.05, -2.78, -2.78], [1.14, 1.01, 0.22], [0.16, -0.40, 1.49], [1.85, 0.88, 0.95], [-0.25, -1.00, -0.81], [0.05, 0.10, 0.68], [-1.63, -0.10, -2.74]], "lowdin_charge": [-0.562, -0.113, -0.074, -0.078, -0.113, 0.006, 0.083, -0.051, 0.060, -0.124, -0.279, -0.014, 0.017, 0.175, 0.048, 0.023, 0.101, 0.041, -0.076, -0.034, 0.044, -0.114, 0.073, -0.048, -0.375, 0.024, 0.072, 0.103, 0.058, 0.086, 0.063, 0.098, -0.060, 0.043, 0.076, -0.041, 0.074, -0.107, -0.357, 0.087, 0.009, 0.060, -0.042, 0.064, 0.012, 0.091, -0.084, -0.004, 0.040, -0.098, 0.050, -0.103, -0.326, 0.031, 0.070, 0.114, 0.041, 0.110, 0.085, 0.045]}